# 1
Here is one molecule with the formula C4H8N2OS from OMol25. Energies are from ωB97M-V/def2-TZVPD.

Output
LUMO, hartree: 0.031
Total charge: 0
2S+1: 1
Orbital gap, eV: 8.81
SMILES string: C[C@H]1CC(NO)=NS1
E_HOMO, eV: -7.98

Last column: Löwdin charge in e.
Atoms and positions in Å:
S 0.597 1.858 -0.044  0.8937
O -3.551 0.675 -0.120  0.0066
N -1.024 1.382 0.325  -0.2598
N -2.485 -0.215 -0.179  -0.0518
C -1.179 0.154 0.170  -0.4618
C 2.566 -0.123 0.104  -0.0877
C 1.049 0.108 -0.405  -0.6479
C 0.088 -0.765 0.124  -0.1823
H -3.019 1.376 0.100  0.0076
H 0.211 -1.257 1.178  0.1606
H 0.895 0.035 -1.471  0.1029
H 2.566 -0.231 1.204  0.0800
H 3.092 0.747 -0.370  0.0696
H 3.005 -1.000 -0.381  0.0644
H -2.762 -1.164 0.336  0.1891
H -0.050 -1.579 -0.571  0.1167

# 2
Here is C11H10CuN2O2 as an isolated structure from OMol25. Energies are from ωB97M-V/def2-TZVPD.

Output
LUMO (alpha / beta), hartree: -0.311 / -0.378
Total charge: +2
2S+1: 2
Orbital gap (alpha / beta), eV: 8.02 / 6.30
E_HOMO (alpha / beta), eV: -16.48 / -16.59

Last column: Löwdin charge in e.
Atoms and positions in Å:
Cu 3.364 -2.902 1.611  0.8495
O 3.272 -1.032 1.483  0.0037
O 1.899 -1.617 -0.205  0.1465
N -0.007 0.745 -0.926  0.1916
N -1.342 0.635 1.763  0.1636
C -0.101 1.116 1.526  -0.0102
C 2.021 1.777 0.087  -0.0639
C -3.317 -0.900 -1.845  0.0242
C 0.573 1.182 0.218  -0.2023
C -1.978 -0.307 -1.927  0.1443
C -3.250 -0.438 0.662  0.1591
C -1.253 0.221 -0.716  -0.1600
C -3.946 -0.961 -0.542  0.0398
C -1.876 0.172 0.588  -0.1820
C 2.957 0.591 -0.454  -0.0403
C 2.621 -0.772 0.230  -0.4210
H -3.804 -0.527 1.626  0.1472
H 2.671 -1.612 2.060  0.0875
H 0.459 1.515 2.409  0.1414
H -3.781 -1.268 -2.786  0.1368
H -1.466 -0.219 -2.918  0.1481
H 1.966 2.519 -0.750  0.1422
H 2.866 0.458 -1.563  0.1477
H 2.391 2.213 1.042  0.1309
H -4.949 -1.436 -0.488  0.1357
H 4.011 0.846 -0.185  0.1400

# 3
Here is a 4-piece molecular cluster, C2H11NO3 overall from OMol25. Energies are from ωB97M-V/def2-TZVPD.

Output
LUMO (alpha / beta), hartree: 0.140 / 0.132
Total charge: -1
2S+1: 2
Orbital gap (alpha / beta), eV: 2.84 / 8.44
E_HOMO (alpha / beta), eV: 0.98 / -4.85

Last column: Löwdin charge in e.
Atoms and positions in Å:
O 1.580 -1.573 0.534  -0.2108
O 2.255 1.068 -1.157  -0.1129
O -1.206 -2.763 0.004  -0.2598
N -1.280 0.182 -0.518  0.0091
C -1.206 1.426 0.097  -0.3852
C -0.453 1.878 1.124  -0.1057
H 1.109 -1.388 1.364  -0.0272
H -0.422 -3.339 0.113  -0.0241
H 2.351 -0.978 0.630  0.0019
H 2.070 1.786 -1.758  0.0076
H -1.001 -0.604 0.064  0.0219
H -0.147 2.914 1.044  0.0211
H -1.146 -2.652 -0.964  -0.0409
H -2.129 0.076 -1.054  0.0373
H 1.461 0.570 -0.955  -0.0223
H -1.780 2.174 -0.451  0.0814
H -0.057 1.223 1.884  0.0086

# 4
Here is a 2-piece molecular cluster, C4H9NO overall from OMol25. Energies are from ωB97M-V/def2-TZVPD.

Output
LUMO (alpha / beta), hartree: 0.150 / 0.145
Total charge: -1
2S+1: 2
Orbital gap (alpha / beta), eV: 3.22 / 7.15
E_HOMO (alpha / beta), eV: 0.87 / -3.20

Last column: Löwdin charge in e.
Atoms and positions in Å:
O -2.483 1.401 -0.592  -0.0192
N 1.203 -0.084 0.586  -0.2550
C -2.168 0.449 0.096  -0.3594
C 1.911 0.655 1.398  -0.3257
C 1.493 -0.062 -0.841  -0.2515
C -1.801 -0.896 -0.423  -0.1105
H 1.802 -1.048 -1.178  0.0426
H -1.632 -0.918 -1.494  0.0683
H 1.641 0.888 2.424  -0.0448
H 0.538 0.143 -1.349  0.0234
H -2.065 0.627 1.175  0.1045
H -2.566 -1.635 -0.141  0.0686
H 2.157 0.797 -1.000  0.0322
H 2.949 0.944 1.128  -0.0268
H -0.979 -1.263 0.209  0.0533

# 5
Here is a 10-piece molecular cluster, C32H82ClO13P overall from OMol25. Energies are from ωB97M-V/def2-TZVPD.

Output
LUMO, hartree: 0.016
Total charge: 0
2S+1: 1
Orbital gap, eV: 8.77
SMILES string: C=CO[P@](=O)(O)OCCCCl.CC(C)O.CC(C)O.CC(C)O.CC(C)O.CC(C)O.CC(C)O.CC(C)O.CC(C)O.CC(C)O
E_HOMO, eV: -8.34

Last column: Löwdin charge in e.
Atoms and positions in Å:
Cl -4.991 -2.236 1.344  0.5493
P -0.985 -5.500 2.010  0.3431
O -2.406 -5.485 1.323  -0.1539
O 1.425 9.619 -0.442  -0.0545
O 4.274 -8.797 -2.331  -0.0616
O -1.488 4.662 0.992  -0.0759
O 0.014 -6.185 1.015  -0.0585
O 2.439 -2.303 -1.788  -0.0809
O 2.246 -3.693 -4.116  -0.0814
O -5.690 6.558 2.504  -0.0753
O 2.272 0.717 2.166  -0.0726
O 5.103 3.868 -1.390  -0.0608
O -0.565 -3.942 2.231  -0.1155
O -5.285 -4.792 -2.068  -0.0642
O -1.014 -6.197 3.286  -0.2184
C -5.456 -3.784 -3.065  -0.4952
C 0.705 2.530 1.898  -0.0541
C 2.111 2.027 1.616  -0.4902
C 2.977 0.004 -1.241  -0.0551
C 3.532 -9.027 -1.131  -0.5003
C -7.677 6.215 3.835  -0.0611
C 0.544 -3.449 1.563  -0.2341
C 7.184 2.683 -1.081  -0.0620
C -3.483 4.305 2.310  -0.0605
C 6.913 5.066 -0.333  -0.0627
C 1.885 -5.352 -2.421  -0.0617
C 2.596 -5.017 -3.718  -0.4708
C 6.521 4.023 -1.368  -0.4976
C -2.238 5.154 2.107  -0.4807
C 1.689 8.393 1.622  -0.0630
C -4.786 -4.969 1.450  -0.2310
C -2.589 6.614 1.878  -0.0564
C -5.586 -3.795 2.001  -0.5667
C 1.428 -2.684 2.237  0.0477
C -4.821 -4.235 -4.372  -0.0629
C -3.448 -4.962 2.170  -0.2413
C 3.163 2.957 2.200  -0.0569
C 2.080 -9.323 -1.470  -0.0606
C 1.193 7.215 -0.542  -0.0564
C 0.972 8.475 0.282  -0.5022
C 4.161 -10.165 -0.343  -0.0633
C 3.159 -0.858 -3.587  -0.0492
C -6.427 7.056 3.621  -0.4935
C -6.777 8.520 3.401  -0.0612
C 4.103 -5.146 -3.563  -0.0445
C -6.935 -3.480 -3.247  -0.0635
C 3.299 -1.203 -2.110  -0.4583
H -7.319 8.931 4.255  0.0804
H -4.059 4.648 3.167  0.0699
H 2.254 -5.681 -4.513  0.1378
H -5.456 -3.769 3.077  0.0736
H 2.193 -4.655 -1.634  0.0634
H 1.998 -10.219 -2.092  0.0827
H 6.591 4.754 0.665  0.0786
H 3.064 3.025 3.286  0.0831
H 0.804 -5.246 -2.538  0.0847
H -8.324 6.263 2.955  0.0816
H 4.827 3.564 -0.519  0.0660
H 1.600 -1.652 1.959  0.0376
H -4.680 -4.934 0.368  0.0920
H 0.829 6.329 -0.018  0.0664
H -7.378 -3.163 -2.303  0.0771
H 3.074 -0.236 -0.181  0.0714
H -5.330 -5.881 1.684  0.1171
H 6.428 6.018 -0.548  0.0773
H -1.681 7.202 1.726  0.0621
H 4.235 -9.601 -2.860  0.0861
H 2.257 7.080 -0.757  0.0793
H -3.139 7.030 2.720  0.0721
H 4.387 -6.160 -3.276  0.0679
H -8.244 6.560 4.701  0.0804
H 3.592 -8.105 -0.551  0.1360
H 1.484 -9.473 -0.569  0.0835
H -4.942 -2.897 -2.695  0.1377
H 1.533 -2.027 -1.966  0.1073
H -3.763 -4.455 -4.227  0.0788
H -2.045 4.732 0.210  0.0906
H -4.916 -3.470 -5.144  0.0798
H 2.532 -3.095 -3.413  0.0051
H 4.165 2.574 1.992  0.0732
H 3.077 3.961 1.780  0.0782
H 1.649 -8.500 -2.040  0.0592
H 6.808 4.367 -2.362  0.1373
H -1.589 5.067 2.981  0.1377
H 1.523 9.302 2.200  0.0785
H 0.524 2.579 2.977  0.0865
H 4.604 -4.893 -4.498  0.0801
H 3.825 -0.040 -3.864  0.0874
H -0.096 8.618 0.448  0.1253
H 2.131 -0.560 -3.813  0.0955
H 1.946 0.332 -1.406  0.0903
H -7.412 5.169 3.987  0.0789
H -4.125 4.345 1.427  0.0807
H 4.468 -4.452 -2.799  0.0807
H -7.472 -4.375 -3.575  0.0807
H 0.543 3.519 1.474  0.0597
H 2.105 -6.368 -2.092  0.0553
H -3.190 -3.945 2.459  0.0947
H -3.209 3.260 2.464  0.0780
H -6.254 6.631 1.725  0.0941
H -6.636 -3.868 1.758  0.0671
H 2.768 8.294 1.472  0.0792
H 0.256 -5.620 0.265  0.0700
H 6.869 2.302 -0.106  0.0787
H 2.368 9.511 -0.600  0.0841
H -5.731 -5.590 -2.372  0.0886
H 1.340 7.539 2.206  0.0746
H 4.150 -11.088 -0.930  0.0805
H 2.146 0.779 3.119  0.0902
H 8.271 2.769 -1.085  0.0796
H -3.541 -5.534 3.089  0.1250
H -0.036 1.850 1.479  0.0859
H 3.627 -10.343 0.591  0.0810
H -7.090 -2.693 -3.987  0.0797
H 5.202 -9.940 -0.112  0.0790
H -3.200 6.730 0.979  0.0838
H 1.922 -3.037 3.134  0.0648
H 0.713 -3.677 0.513  0.0940
H 7.993 5.221 -0.314  0.0795
H 4.316 -1.540 -1.905  0.1444
H 3.647 0.834 -1.474  0.0802
H 3.389 -1.718 -4.216  0.0705
H -7.398 8.634 2.509  0.0816
H 6.890 1.945 -1.828  0.0762
H -5.874 9.110 3.245  0.0787
H -5.770 6.962 4.488  0.1385
H 0.677 7.291 -1.499  0.0803
H 2.262 1.940 0.541  0.1141
H -5.297 -5.152 -4.732  0.0807